The following is a quantum chemistry calculation of a 14-piece molecular cluster, C52H142N10O16 overall, from the Open Molecules 2025 dataset.

CARTESIAN COORDINATES (ANGSTROEM)
C  2.8786  2.3384  3.0325
C  2.5837  2.0955  4.5161
O  3.4013  2.8937  5.3131
H  2.2898  1.7052  2.3689
H  3.9352  2.2147  2.7953
H  2.6869  3.3695  2.7354
H  2.7847  1.0380  4.6875
H  1.5339  2.3335  4.6877
H  3.3423  2.5222  6.1964
C  2.4523  6.2208  0.8802
C  0.9201  6.3111  0.8499
O  0.5479  6.5149  -0.5005
H  2.8519  5.4930  0.1740
H  2.7720  6.0401  1.9065
H  2.8773  7.1840  0.5980
H  0.6218  7.1630  1.4610
H  0.4741  5.4117  1.2743
H  -0.3958  6.6910  -0.4979
C  -3.6679  0.3122  -2.6591
C  -4.1001  -0.0167  -1.2719
O  -3.3871  -1.0647  -0.7316
H  -4.1711  1.2074  -3.0247
H  -4.0436  -0.5104  -3.2677
H  -2.5957  0.5016  -2.7106
H  -5.1619  -0.2624  -1.2620
H  -3.9212  0.8433  -0.6265
H  -2.4579  -0.8743  -0.5833
C  -0.2355  -1.7449  -5.6159
C  -1.4103  -1.2188  -4.7944
O  -2.6078  -1.7677  -5.2329
H  -0.0149  -2.8117  -5.5808
H  0.6716  -1.2671  -5.2457
H  -0.4321  -1.5065  -6.6612
H  -1.5806  -0.1792  -5.0744
H  -1.3630  -1.4012  -3.7209
H  -2.8912  -2.3559  -4.5291
C  0.1276  1.7422  -2.9133
O  1.2232  2.5222  -2.5948
C  0.9641  3.8913  -2.5509
C  2.2232  4.7365  -2.7702
N  2.0231  6.1719  -2.8362
C  1.3229  6.6245  -4.0318
C  1.5935  8.1330  -4.3492
O  0.7979  8.6246  -5.4337
C  1.0017  10.0761  -5.5560
H  0.2952  0.6652  -2.9094
H  -0.1080  1.9020  -3.9655
H  -0.7448  1.9493  -2.2935
H  0.4992  4.0836  -1.5840
H  0.2143  4.1787  -3.2880
H  2.6887  4.4192  -3.7033
H  2.8913  4.5113  -1.9390
H  1.4497  6.3083  -2.0160
H  0.2556  6.4760  -3.8675
H  1.5388  5.9653  -4.8726
H  2.6748  8.1511  -4.4860
H  1.4066  8.7397  -3.4632
H  2.0396  10.3062  -5.7970
H  0.6900  10.6063  -4.6561
H  0.4349  10.4966  -6.3866
C  -5.8427  -5.9762  -5.8115
O  -5.3094  -5.3323  -4.6964
C  -5.5385  -3.8966  -4.6803
C  -5.1835  -3.3853  -3.2381
N  -3.6866  -3.2873  -3.0287
C  -2.9759  -4.5780  -3.2607
C  -1.5004  -4.4337  -2.7455
O  -0.7411  -5.6957  -2.8213
C  -0.4855  -6.2074  -4.1308
H  -5.5077  -7.0054  -5.9410
H  -5.6273  -5.3939  -6.7073
H  -6.9153  -5.9985  -5.6187
H  -6.5612  -3.6436  -4.9597
H  -4.9086  -3.4416  -5.4447
H  -5.6934  -4.0303  -2.5225
H  -5.6108  -2.3836  -3.1927
H  -3.5893  -3.0495  -2.0519
H  -2.9553  -4.6725  -4.3464
H  -3.4589  -5.4559  -2.8317
H  -1.4984  -4.0687  -1.7184
H  -1.0055  -3.6277  -3.2873
H  0.3007  -5.6355  -4.6237
H  -1.3775  -6.1591  -4.7553
H  -0.2257  -7.2655  -4.0968
C  6.1989  4.6045  0.2348
C  5.8343  3.1191  0.4359
C  4.6992  2.6158  -0.3391
O  4.1964  1.4188  0.2371
C  2.9933  1.0129  -0.3761
N  7.0159  2.3048  0.2562
H  5.2873  5.2018  0.2130
H  6.6799  4.8514  -0.7117
H  6.8772  4.9183  1.0283
H  5.6985  2.8936  1.4936
H  4.9869  2.4768  -1.3813
H  3.9315  3.3795  -0.4641
H  2.1801  1.6827  -0.0963
H  2.6952  0.0260  -0.0223
H  3.0789  0.9724  -1.4620
H  6.7538  1.3543  0.0373
H  7.2531  2.2017  1.2326
C  -3.0374  8.2899  0.4630
C  -2.8058  6.8157  0.5951
C  -4.1245  5.9769  0.7990
O  -3.6801  4.5811  0.7911
C  -4.6996  3.6846  0.4663
N  -2.2713  6.4410  -0.6678
H  -2.1417  8.9013  0.3541
H  -3.5104  8.6280  1.3850
H  -3.8134  8.5322  -0.2631
H  -2.0554  6.6175  1.3604
H  -4.8718  6.1373  0.0219
H  -4.5630  6.2419  1.7611
H  -5.5429  3.7937  1.1483
H  -4.2660  2.6961  0.6180
H  -5.0341  3.8301  -0.5609
H  -2.3570  5.4350  -0.6940
H  -2.9357  6.7162  -1.3771
C  -2.9521  3.8017  5.8200
C  -2.5964  4.2370  4.3970
C  -1.0418  4.4869  4.2827
O  -0.6377  5.7081  4.8808
C  0.8019  5.8640  4.8231
N  -3.0713  3.2456  3.4690
H  -4.0230  3.8507  6.0169
H  -2.4240  4.4068  6.5569
H  -2.4966  2.8493  6.0914
H  -3.0513  5.2026  4.1760
H  -0.6423  4.3105  3.2841
H  -0.5716  3.6930  4.8630
H  1.1394  6.0866  3.8109
H  1.3739  4.9929  5.1429
H  1.0774  6.6571  5.5183
H  -3.1495  3.7532  2.5993
H  -4.0382  3.1231  3.7339
C  3.9095  -2.5019  -1.8459
C  3.2136  -3.4763  -2.7722
C  3.9316  -4.8882  -2.8035
O  3.3213  -5.6763  -3.8029
C  3.9285  -6.9583  -3.8358
N  1.9120  -3.7318  -2.3251
H  4.0141  -2.9167  -0.8434
H  3.3909  -1.5438  -1.8120
H  4.9532  -2.3261  -2.1065
H  3.1840  -2.9828  -3.7437
H  3.8955  -5.3140  -1.8008
H  4.9906  -4.7713  -3.0337
H  3.4221  -7.6990  -4.4546
H  3.8600  -7.4440  -2.8624
H  4.9548  -6.8893  -4.1965
H  1.6098  -4.5105  -2.8930
H  2.0237  -4.1934  -1.4338
C  0.8487  -0.7392  5.6210
C  -0.4533  -0.9477  6.2806
C  -1.4682  -1.7403  5.4084
O  -2.0914  -0.9401  4.3688
C  -2.9673  -1.6931  3.5110
N  -0.0718  -1.7325  7.4325
H  1.5131  -0.1794  6.2793
H  0.6983  -0.0482  4.7915
H  1.3416  -1.6148  5.1986
H  -0.9181  -0.0138  6.5966
H  -2.2198  -2.1573  6.0786
H  -0.9402  -2.5634  4.9270
H  -3.3242  -1.0212  2.7304
H  -3.7935  -2.0811  4.1067
H  -2.4529  -2.4832  2.9641
H  0.5117  -2.4885  7.1036
H  0.6018  -1.3300  8.0684
C  0.7261  -3.7626  2.8662
C  0.8698  -5.1784  3.3915
C  0.3726  -5.3333  4.8194
O  0.9092  -4.4263  5.7464
C  2.2961  -4.5985  5.9984
N  0.2508  -6.1178  2.4683
H  1.3934  -3.1239  3.4449
H  -0.2847  -3.3652  2.7740
H  1.1206  -3.7654  1.8501
H  1.9346  -5.4079  3.4335
H  0.5069  -6.3642  5.1467
H  -0.7155  -5.2687  4.8198
H  2.5626  -5.6550  6.0284
H  2.5808  -4.0718  6.9092
H  2.8351  -4.0902  5.1989
H  -0.7307  -5.9040  2.3625
H  0.2225  -7.0448  2.8682
C  2.3483  -7.9393  0.0004
C  1.2249  -7.2386  -0.7431
C  -0.1450  -7.7959  -0.4233
O  -0.3455  -9.1770  -0.7246
C  0.0302  -9.5954  -2.0603
N  1.3366  -5.8149  -0.3437
H  3.3099  -7.6059  -0.3898
H  2.3408  -9.0171  -0.1620
H  2.4100  -7.7425  1.0707
H  1.3190  -7.2640  -1.8287
H  -0.9335  -7.2262  -0.9152
H  -0.3347  -7.6356  0.6381
H  1.1142  -9.5124  -2.1392
H  -0.4505  -9.0749  -2.8886
H  -0.2134  -10.6575  -2.0872
H  0.5634  -5.3020  -0.7427
H  1.0542  -5.8939  0.6228
C  -1.0424  2.2060  0.8160
C  -1.3545  0.9175  1.6706
C  -0.5844  -0.3292  1.2092
O  -0.7760  -0.5801  -0.1888
C  0.0495  -1.6621  -0.6704
N  -0.8171  1.2059  3.0397
H  -1.3446  1.9936  -0.2095
H  -0.0172  2.5569  0.9339
H  -1.7605  2.9567  1.1459
H  -2.4282  0.7464  1.7471
H  -0.9406  -1.2773  1.6122
H  0.4847  -0.2492  1.4059
H  0.0275  -2.5574  -0.0491
H  1.0958  -1.3601  -0.7177
H  -0.1909  -1.9467  -1.6947
H  -0.8759  0.3484  3.5701
H  -1.4725  1.8974  3.3748

Output
LUMO level   0.400 eV
Highest occupied orbital energy   -8.206 eV
Total charge   0

---

The following is a quantum chemistry calculation of a 14-piece molecular cluster, C52H142N10O18 overall, from the Open Molecules 2025 dataset.

CARTESIAN COORDINATES (ANGSTROEM)
C  -6.7455  -4.6596  0.1546
O  -6.1634  -4.1346  -1.0203
C  -5.6047  -2.8424  -0.8655
C  -4.9506  -2.3361  -2.1773
N  -4.1679  -1.1207  -1.9077
C  -4.0947  -0.2511  -3.0972
C  -3.2523  0.9755  -2.8759
O  -1.9153  0.5968  -2.4831
C  -1.1731  0.0676  -3.5697
H  -5.9496  -4.8266  0.8804
H  -7.3011  -5.5663  -0.0847
H  -7.4481  -4.0206  0.6894
H  -4.9292  -3.0483  -0.0352
H  -6.4121  -2.2055  -0.5042
H  -5.8084  -2.0568  -2.7891
H  -4.4661  -3.1340  -2.7401
H  -3.2554  -1.5460  -1.8263
H  -5.1597  -0.0917  -3.2659
H  -3.7835  -0.6863  -4.0468
H  -3.5385  1.6507  -2.0695
H  -3.1794  1.5470  -3.8012
H  -1.1686  0.7739  -4.3998
H  -1.6143  -0.8590  -3.9369
H  -0.1557  -0.1326  -3.2335
C  4.1527  -2.2153  -1.7927
O  2.9278  -2.3066  -2.5724
C  1.7135  -2.3535  -1.7853
C  1.2831  -3.8594  -1.5035
N  1.1024  -4.6491  -2.7126
C  0.8884  -6.0407  -2.3922
C  0.4201  -6.9381  -3.5820
O  0.1725  -8.2845  -3.1790
C  -0.1185  -9.1863  -4.2533
H  4.9550  -2.3454  -2.5191
H  4.3252  -3.0985  -1.1777
H  4.2384  -1.2682  -1.2601
H  0.8546  -1.8575  -2.2373
H  1.7751  -1.8684  -0.8111
H  0.3424  -3.8758  -0.9532
H  2.0096  -4.3813  -0.8807
H  2.0070  -4.5562  -3.1521
H  0.1472  -6.2038  -1.6098
H  1.7891  -6.5088  -1.9951
H  1.1853  -6.9708  -4.3576
H  -0.4898  -6.5437  -4.0344
H  -0.8045  -8.6422  -4.9025
H  -0.6255  -10.0905  -3.9165
H  0.7547  -9.5477  -4.7965
C  0.3607  3.6378  -5.0261
O  -0.7332  4.1154  -4.2085
C  -0.7025  3.8926  -2.8215
C  -1.9784  4.5169  -2.1819
N  -1.9529  4.5269  -0.7457
C  -3.2679  4.7985  -0.2560
C  -3.2714  5.1343  1.2318
O  -2.6164  6.4547  1.3829
C  -2.7491  6.9494  2.6719
H  1.3024  4.1208  -4.7655
H  0.1530  3.9100  -6.0609
H  0.3132  2.5492  -4.9964
H  0.0958  4.4173  -2.2965
H  -0.5907  2.8360  -2.5782
H  -2.8835  4.0088  -2.5147
H  -2.1244  5.5384  -2.5329
H  -1.3047  5.2211  -0.4023
H  -3.9235  3.9452  -0.4297
H  -3.7624  5.6034  -0.7999
H  -2.7715  4.4139  1.8793
H  -4.3023  5.1854  1.5820
H  -2.2913  7.9357  2.5972
H  -2.1362  6.4967  3.4513
H  -3.7791  7.2104  2.9150
C  -2.6437  -10.3025  -1.2441
O  -3.1328  -9.8661  0.0603
C  -4.3209  -9.0734  -0.0360
C  -3.9406  -7.6830  -0.6002
N  -3.2523  -6.7608  0.3408
C  -2.8130  -5.5934  -0.4122
C  -2.2153  -4.5072  0.4299
O  -1.0063  -5.0865  0.9151
C  -0.3699  -4.2381  1.8356
H  -3.3407  -10.7525  -1.9511
H  -1.8406  -11.0094  -1.0354
H  -2.2450  -9.5107  -1.8783
H  -4.8006  -9.0426  0.9422
H  -5.0471  -9.5404  -0.7013
H  -4.8730  -7.2685  -0.9835
H  -3.3014  -7.8919  -1.4580
H  -2.4334  -7.1968  0.7401
H  -3.7049  -5.1507  -0.8557
H  -2.1375  -5.9426  -1.1932
H  -2.9002  -4.2333  1.2324
H  -2.0588  -3.6400  -0.2115
H  -1.0219  -3.8747  2.6300
H  0.0878  -3.3428  1.4147
H  0.4268  -4.7414  2.3834
C  -6.9318  0.8666  0.5289
C  -5.5883  1.6031  0.6312
C  -5.5361  2.4704  1.9518
O  -6.3334  3.6795  2.0547
C  -6.4635  4.1153  3.3559
N  -4.5961  0.5431  0.7325
H  -7.0539  0.0927  -0.2290
H  -7.6830  1.6477  0.4114
H  -7.1619  0.4474  1.5083
H  -5.4478  2.1724  -0.2876
H  -4.5336  2.8701  2.1046
H  -5.7132  1.8514  2.8313
H  -6.8244  5.1433  3.3866
H  -5.5107  4.0665  3.8831
H  -7.1943  3.6087  3.9865
H  -4.6043  0.0322  -0.1386
H  -3.6671  0.9376  0.6965
C  1.5917  -2.6975  4.6812
C  2.9299  -2.1981  4.1498
C  3.1074  -2.0417  2.6131
O  2.8679  -3.2141  1.8959
C  3.8761  -4.1930  1.9292
N  3.2022  -0.9807  4.8698
H  1.4030  -3.7580  4.5149
H  0.7675  -2.1498  4.2243
H  1.4892  -2.4998  5.7483
H  3.6514  -2.9192  4.5341
H  4.0634  -1.6505  2.2650
H  2.4288  -1.2429  2.3141
H  3.6356  -5.1107  1.3925
H  4.2243  -4.3868  2.9438
H  4.7492  -3.7759  1.4274
H  2.6342  -0.3074  4.3757
H  4.1664  -0.7082  4.7426
C  2.9776  1.6820  -3.2871
C  4.4166  1.9882  -3.7955
C  4.5917  3.0329  -4.9026
O  3.9524  2.8441  -6.1217
C  4.5867  1.8593  -6.8836
N  5.1588  2.4603  -2.6039
H  2.2346  1.5312  -4.0703
H  2.5789  2.4212  -2.5923
H  3.0779  0.7411  -2.7460
H  4.8751  1.0307  -4.0425
H  5.6368  3.2719  -5.0991
H  4.2003  3.9205  -4.4055
H  3.9883  1.6172  -7.7619
H  4.8542  0.9975  -6.2722
H  5.5306  2.1908  -7.3162
H  5.9429  2.9974  -2.9457
H  4.6005  3.1954  -2.1940
C  2.3250  3.3633  3.6719
C  1.3776  2.4362  4.4696
C  -0.1239  2.8257  4.4164
O  -0.9597  1.8137  5.0163
C  -2.3392  2.1779  5.2226
N  1.4702  1.1149  3.9141
H  2.2265  4.4221  3.9113
H  1.9874  3.3401  2.6358
H  3.3731  3.0744  3.5927
H  1.6807  2.3866  5.5154
H  -0.3847  2.9879  3.3705
H  -0.1451  3.7793  4.9439
H  -2.8789  1.5099  5.8938
H  -2.8704  2.3160  4.2808
H  -2.3491  3.1230  5.7655
H  0.5508  0.7698  4.1502
H  1.3494  1.1488  2.9119
C  4.5110  6.8343  -0.5016
C  4.9886  5.3849  -0.8059
C  5.2008  4.5686  0.4752
O  6.4666  4.9365  1.0524
C  6.9464  3.9447  1.9976
N  3.9185  4.8954  -1.6735
H  5.1618  7.2903  0.2445
H  3.5126  6.8388  -0.0641
H  4.3323  7.4279  -1.3982
H  5.9622  5.3772  -1.2959
H  5.1337  3.5136  0.2099
H  4.4045  4.8488  1.1648
H  6.2218  3.7725  2.7935
H  7.7884  4.4337  2.4874
H  7.2453  2.9485  1.6717
H  3.0676  5.0510  -1.1521
H  3.7968  5.6646  -2.3166
C  -0.9404  -0.4245  0.6848
C  -0.9526  1.1075  0.7861
C  0.3329  1.6379  0.1845
O  1.4424  1.3698  1.0371
C  2.7120  1.5217  0.4352
N  -2.1066  1.6265  0.0836
H  -0.1772  -0.7058  1.4104
H  -0.5201  -0.8055  -0.2460
H  -1.9107  -0.8442  0.9502
H  -1.0766  1.4786  1.8034
H  0.1987  2.7006  -0.0170
H  0.5114  1.1258  -0.7610
H  3.4514  1.6320  1.2284
H  2.8572  2.4443  -0.1266
H  2.9314  0.6804  -0.2222
H  -1.9923  1.3192  -0.8717
H  -2.0387  2.6235  -0.0628
C  0.8841  5.5744  1.2302
O  1.1233  5.7480  -0.1807
H  0.1672  6.3094  1.5961
H  0.5233  4.5672  1.4391
H  1.8423  5.8001  1.6982
H  1.0221  6.6681  -0.4354
C  6.8427  0.6336  -0.2513
O  6.4061  0.2117  -1.5116
H  7.1282  1.6851  -0.2840
H  6.0795  0.3956  0.4895
H  7.6929  -0.0124  -0.0324
H  5.8390  0.9105  -1.8457
C  -4.5239  -2.1479  3.3810
O  -4.5548  -0.7393  3.4521
H  -3.4666  -2.3926  3.4824
H  -5.0834  -2.6409  4.1760
H  -4.9772  -2.5797  2.4887
H  -4.3378  -0.4564  2.5608
C  6.3662  0.7936  3.4199
O  5.8631  -0.1324  4.3667
H  5.5782  1.0119  2.6992
H  6.7062  1.5887  4.0835
H  7.1528  0.3409  2.8162
H  5.9410  0.2884  5.2260

Output
LUMO level   0.152 eV
Highest occupied orbital energy   -7.986 eV
Total charge   0